# 1
DFT (wB97M-V/def2-TZVPD) results for a cluster of 5 separate species, C13H42BIO19P5 in total at a distorted geometry.

```
81
Properties=species:S:1:pos:R:3:forces:R:3
O 4.7436 -1.9288 7.2496 0.399 -0.462 0.175
P 4.5708 -1.9149 5.7895 -1.035 1.074 2.023
O 4.9906 -3.3269 5.1535 0.500 0.449 -0.492
O 5.5683 -0.7585 5.2167 0.264 -0.679 -0.743
C 2.9115 -1.4148 5.3585 -0.186 -0.627 -1.210
B 1.9858 -2.5166 4.5186 0.511 0.403 -0.220
I -0.1340 -2.5250 5.4458 -0.131 -0.110 0.108
H 5.1908 -3.2579 4.2122 -0.211 -0.248 -0.088
H 5.6751 -0.8037 4.2580 -0.014 0.205 -0.045
H 2.4108 -1.1216 6.2753 0.273 0.019 0.224
H 2.9978 -0.5372 4.7158 -0.037 0.159 0.130
H 1.8011 -2.1101 3.3920 -0.064 -0.138 -0.015
H 2.4200 -3.6411 4.5262 -0.235 -0.056 0.158
C -4.2902 0.2211 0.6646 0.140 0.079 -0.357
O -4.3750 0.6051 2.0526 0.276 1.528 1.802
P -3.8569 -0.5345 3.0566 -0.878 -4.805 -1.420
O -2.6573 -1.1887 2.5515 0.252 0.539 -0.486
O -5.2167 -1.4745 2.8754 0.108 0.237 0.050
C -6.5125 -0.8907 2.8487 0.119 -0.187 -0.147
O -3.7827 -0.7753 4.6343 -0.110 2.702 0.186
C -4.8924 -0.5767 5.5150 0.031 -0.114 0.143
H -4.9679 0.8662 0.1090 -0.044 0.063 0.151
H -3.2770 0.3643 0.3017 0.045 -0.116 0.059
H -4.5885 -0.8131 0.5245 0.051 -0.029 0.030
H -6.9052 -0.9140 1.8294 -0.040 0.048 0.003
H -6.5164 0.1429 3.1958 -0.055 0.017 -0.049
H -7.1663 -1.4788 3.4943 -0.010 -0.022 -0.023
H -5.5320 -1.4585 5.4924 -0.017 0.006 -0.085
H -5.4750 0.3084 5.2619 0.008 0.022 0.017
H -4.4904 -0.4589 6.5180 0.090 0.012 -0.037
C -2.6339 -3.4102 -1.3077 0.064 -0.102 0.403
O -2.0913 -2.5454 -2.3306 1.620 1.326 -0.864
P -3.1119 -1.5282 -2.9891 -4.326 -1.934 -0.205
O -4.0257 -0.9679 -1.9929 0.305 0.421 0.217
O -3.8909 -2.6422 -3.9222 0.279 0.241 0.015
C -3.1674 -3.6682 -4.6001 -0.205 -0.012 0.093
O -2.9654 -0.4294 -4.1251 2.229 -0.045 0.497
C -2.4137 -0.7110 -5.4214 -0.010 0.185 -0.167
H -1.9434 -4.2449 -1.2235 0.060 0.055 -0.060
H -2.6790 -2.8808 -0.3590 -0.042 0.073 -0.033
H -3.6211 -3.7726 -1.5896 -0.020 0.094 -0.057
H -3.3379 -4.6239 -4.1019 0.034 -0.020 -0.010
H -2.0952 -3.4791 -4.6261 0.017 -0.066 0.024
H -3.5393 -3.7285 -5.6230 -0.028 -0.015 0.008
H -3.1941 -1.1238 -6.0595 -0.025 -0.087 0.076
H -1.5717 -1.3979 -5.3724 0.033 0.025 0.027
H -2.0732 0.2346 -5.8356 0.035 0.039 0.115
C 4.7445 -0.3229 -1.4860 -0.347 -0.103 -0.067
O 6.1247 -0.7155 -1.6209 2.086 -1.578 -1.095
P 6.9317 -0.8111 -0.2244 -2.847 3.980 3.414
O 6.0250 -1.4044 0.7611 0.248 -0.632 -0.181
O 7.0088 0.8399 -0.1024 0.377 -0.116 -0.006
C 7.3878 1.6419 -1.2183 -0.205 0.015 0.189
O 8.3892 -0.9940 0.4348 0.515 -1.531 -2.323
C 9.5476 -0.2828 -0.0259 0.126 0.043 0.136
H 4.4392 0.0391 -2.4657 0.112 -0.035 -0.034
H 4.1375 -1.1785 -1.2047 0.056 -0.008 0.115
H 4.6342 0.4699 -0.7495 0.064 -0.045 0.062
H 6.5104 2.1579 -1.6117 0.014 0.009 -0.061
H 7.8351 1.0585 -2.0234 -0.040 0.046 -0.055
H 8.1120 2.3815 -0.8761 -0.023 0.024 0.016
H 9.5674 0.7043 0.4328 -0.093 0.020 -0.033
H 9.5737 -0.1874 -1.1096 0.018 -0.013 -0.003
H 10.4218 -0.8414 0.2982 -0.057 -0.083 0.015
C -3.7047 2.6769 -3.3806 -0.350 -0.257 -0.049
O -3.0894 3.9772 -3.4834 0.165 1.927 -0.595
P -1.5002 3.9459 -3.4802 1.777 -3.173 2.080
O -0.9828 2.8813 -4.3386 -0.154 0.175 -0.429
O -1.2826 3.5963 -1.9028 -0.101 0.272 -0.285
C -2.1019 4.1691 -0.8803 0.055 -0.202 0.046
O -0.4828 5.1635 -3.5747 -1.691 1.113 -0.719
C -0.5021 6.2515 -2.6371 0.159 0.055 0.029
H -4.7286 2.8388 -3.0527 0.032 0.136 0.012
H -3.7098 2.1933 -4.3524 0.128 -0.016 -0.002
H -3.1915 2.0475 -2.6569 0.084 0.003 -0.042
H -2.7803 3.4083 -0.4926 -0.009 0.008 0.016
H -2.6906 5.0122 -1.2398 -0.055 -0.035 0.008
H -1.4518 4.5078 -0.0751 0.014 -0.043 0.008
H 0.0575 5.9683 -1.7471 -0.057 -0.070 0.023
H -1.5134 6.5427 -2.3609 -0.019 0.011 -0.034
H -0.0101 7.0968 -3.1106 -0.003 -0.042 -0.081
```
Forces are in eV/Å.

* strongest force on any atom: 6.0 eV Å⁻¹
* spin multiplicity: 1
* total charge: -1
* calculated total energy: -108293.878 eV
* molar mass: 795.046 u
* E_LUMO: 1.39 eV


# 2
DFT (wB97M-V/def2-TZVPD) results for a cluster of 9 separate species, C13H42FN16O15PS in total at a distorted geometry.

```
89
Properties=species:S:1:pos:R:3:forces:R:3
C -4.5773 0.1084 -0.6758 0.024 -0.058 -0.057
C -3.1685 0.6051 -0.9192 0.033 -0.470 0.089
O -2.3986 -0.5111 -1.3526 -0.015 0.257 0.059
C -2.5446 1.2131 0.3624 0.064 0.024 -0.981
C -2.1440 0.1144 1.2664 0.063 0.086 0.086
O -2.8605 -0.5182 1.9714 -0.502 -0.324 0.451
O -0.7859 -0.1368 1.2933 0.347 0.214 0.147
C -0.3065 -0.7742 2.4459 0.342 -0.162 -0.236
O 1.0818 -0.6189 2.4221 -0.083 0.365 0.088
P -0.8937 0.0412 4.0579 -1.267 -0.327 0.368
O -2.1285 -0.3696 4.7489 0.039 0.024 0.140
S -0.5422 -2.6313 2.4181 0.661 0.217 0.349
O -1.2222 -3.0263 3.5957 -0.129 -0.055 -0.092
O 0.7047 -3.2138 2.0535 -0.171 -0.118 -0.063
F -1.4789 -2.8011 1.2041 -0.193 -0.033 -0.148
H -4.5436 -0.8137 -0.0987 0.018 -0.003 0.114
H -5.0621 -0.1139 -1.6238 -0.053 0.018 -0.058
H -5.1549 0.8453 -0.1227 -0.109 0.052 -0.023
H -3.1682 1.3601 -1.7087 -0.044 0.238 0.090
H -1.5270 -0.1890 -1.6340 -0.025 -0.224 -0.094
H -3.2840 1.8090 0.8820 -0.126 0.245 0.186
H -1.6939 1.8233 0.0684 0.169 -0.001 0.178
H 1.2490 0.2010 1.9354 0.008 -0.089 -0.049
H -0.9306 1.3650 3.6079 0.409 0.057 -0.181
H 0.2492 -0.1226 4.8515 0.301 0.092 -0.245
N 3.0658 -5.5030 1.4482 0.056 0.086 0.092
C 4.0319 -6.2181 2.0812 -0.473 0.206 -0.226
N 4.1388 -6.0240 3.4354 0.077 0.005 -0.061
O 4.7556 -6.9924 1.4725 0.511 -0.086 0.096
H 2.4575 -4.8560 1.9165 -0.054 0.010 -0.010
H 2.9641 -5.6532 0.4535 0.031 -0.097 -0.098
H 4.8399 -6.5492 3.9208 0.004 -0.027 -0.002
H 3.5427 -5.4033 3.9481 -0.050 -0.018 -0.024
N 5.6060 -5.9709 -1.3856 -0.191 0.082 0.079
C 4.4554 -6.0631 -2.1129 0.242 0.136 -0.055
N 4.6031 -5.9120 -3.4643 0.009 -0.042 0.053
O 3.3636 -6.2542 -1.5937 -0.118 0.083 0.026
H 6.4992 -5.7693 -1.7915 -0.026 -0.032 -0.090
H 5.5219 -6.0960 -0.3891 -0.022 -0.234 0.141
H 3.7724 -5.9715 -4.0208 -0.038 -0.002 0.020
H 5.4864 -5.7485 -3.9174 0.023 0.027 -0.073
N 2.7581 2.3046 4.3583 -0.065 0.069 -0.100
C 1.7935 3.2774 4.3725 0.102 -0.008 0.078
N 2.2509 4.5589 4.4891 -0.001 -0.042 -0.038
O 0.6045 3.0172 4.2890 0.063 -0.045 -0.040
H 3.7384 2.4974 4.4342 0.005 0.012 0.030
H 2.4545 1.3506 4.2929 -0.009 -0.026 0.037
H 1.5649 5.2897 4.5062 -0.019 0.001 0.004
H 3.2211 4.7965 4.5642 0.011 -0.014 0.014
N 2.3925 0.5051 -2.2211 -0.088 0.041 -0.001
C 1.1962 0.3360 -2.8517 0.108 -0.039 -0.160
N 1.2373 0.2484 -4.2008 -0.023 -0.172 0.040
O 0.1378 0.2815 -2.2284 0.077 0.278 0.109
H 3.2672 0.5547 -2.7065 0.001 -0.035 -0.019
H 2.3831 0.5729 -1.2222 -0.011 -0.064 0.034
H 0.3642 0.1554 -4.6885 -0.017 0.141 -0.020
H 2.0848 0.3089 -4.7311 0.007 0.056 0.003
N 5.8974 -5.6738 -7.5474 0.009 0.062 0.050
C 6.4023 -4.7513 -6.6749 -0.040 -0.039 -0.097
N 6.4202 -3.4603 -7.1230 -0.011 -0.039 0.011
O 6.8111 -5.0605 -5.5675 -0.031 -0.002 0.127
H 5.5554 -5.4437 -8.4604 -0.002 0.014 -0.006
H 5.8759 -6.6289 -7.2432 0.012 -0.014 0.010
H 6.7858 -2.7654 -6.5005 0.018 -0.003 0.017
H 6.0912 -3.1838 -8.0277 0.002 -0.017 -0.017
N -0.3761 5.0582 -4.4767 0.041 -0.054 0.003
C -0.4499 3.6988 -4.3156 -0.012 0.034 0.097
N -0.4547 3.2568 -3.0233 0.005 -0.049 -0.136
O -0.5035 2.9364 -5.2665 0.027 -0.015 -0.032
H -0.3370 5.7039 -3.7121 -0.029 -0.009 0.019
H -0.3745 5.4087 -5.4153 -0.017 -0.007 -0.018
H -0.5107 2.2614 -2.8812 0.003 -0.063 0.133
H -0.4054 3.8633 -2.2275 -0.028 0.041 -0.022
N -4.4886 2.1999 4.4710 -0.120 0.062 -0.106
C -4.6720 3.1084 3.4692 0.125 -0.153 0.256
N -4.7294 4.4209 3.8548 -0.099 0.056 -0.167
O -4.7680 2.7661 2.3013 -0.008 0.101 -0.210
H -4.3863 2.4527 5.4345 0.070 0.002 0.008
H -4.3948 1.2334 4.2094 0.127 -0.049 0.027
H -4.8607 5.1111 3.1335 -0.039 0.018 0.004
H -4.6499 4.7184 4.8076 0.053 -0.043 0.020
N -7.9651 6.1647 3.0774 0.023 0.100 -0.012
C -7.4040 6.5691 1.8968 -0.126 -0.143 0.035
N -8.2060 6.4384 0.7976 0.066 0.099 0.017
O -6.2687 7.0103 1.8343 0.071 -0.048 0.048
H -8.8917 5.7931 3.1574 -0.001 -0.031 -0.040
H -7.3996 6.2455 3.9002 0.008 -0.037 0.016
H -7.8245 6.7221 -0.0845 0.024 -0.019 -0.013
H -9.1365 6.0701 0.8327 0.001 -0.025 0.017
```
Forces are in eV/Å.

* SMILES string: C[C@H](O)CC(=O)O[C@@](O)([PH2]=O)S(=O)(=O)F.NC(N)=O.NC(N)=O.NC(N)=O.NC(N)=O.NC(N)=O.NC(N)=O.NC(N)=O.NC(N)=O
* strongest force on any atom: 1.4 eV Å⁻¹
* spin multiplicity: 1
* calculated total energy: -91566.268 eV
* molar mass: 744.615 u
* E_LUMO: -0.01 eV